No. 1
Entry from OMol25: a molecular structure, C6H16N2 in a non-equilibrium geometry (ωB97M-V/def2-TZVPD).

Geometry as XYZ:
```
24
Properties=species:S:1:pos:R:3:forces:R:3:lowdin_charge:R:1
N -0.380 2.204 1.688 -0.596 -0.321 -0.354 0.04
C -0.617 1.703 0.306 0.291 -0.790 0.824 -0.46
C -1.996 2.140 -0.164 0.294 -0.545 -0.259 -0.07
C -0.516 0.169 0.281 -0.572 2.655 -4.442 -0.17
N 1.168 -0.160 0.656 -3.166 0.196 0.303 0.04
C 0.397 -2.471 -0.088 -0.538 -0.324 0.018 -0.10
C 1.496 -1.388 -0.068 -0.817 -1.857 0.227 -0.50
C 1.880 -1.051 -1.504 -0.664 0.607 0.407 -0.07
H 0.169 1.505 2.188 0.174 0.438 -0.027 0.05
H -1.300 2.204 2.131 0.310 0.122 0.182 0.06
H 0.183 2.066 -0.337 -0.080 0.197 -0.066 0.13
H -2.279 1.645 -1.100 0.215 0.199 -0.027 0.08
H -2.002 3.212 -0.315 -0.333 0.203 0.138 0.08
H -2.738 1.800 0.564 -0.086 0.386 0.089 0.08
H -1.473 -0.221 0.657 0.698 -0.702 1.250 0.13
H -0.626 -0.120 -0.771 0.371 -0.044 0.112 0.10
H 0.234 -0.270 1.237 2.541 -1.660 2.128 0.04
H -0.305 -2.316 -0.910 0.010 -0.031 -0.012 0.07
H 0.818 -3.472 -0.204 0.175 0.112 -0.246 0.08
H -0.208 -2.555 0.824 0.258 0.342 0.076 0.08
H 2.263 -1.947 0.478 0.625 0.826 -0.015 0.13
H 2.438 -0.146 -1.453 0.746 0.781 -0.112 0.06
H 2.449 -1.761 -2.086 -0.107 -0.514 0.089 0.08
H 0.947 -0.771 -2.010 0.252 -0.275 -0.283 0.07
```
Positions in Å, forces in eV/Å.

Values from the calculation:
highest occupied orbital energy: -9.117 eV
gap between HOMO and LUMO: 10.0 eV

No. 2
Entry from OMol25: a molecular structure, C24H28AlN5P2 in a non-equilibrium geometry (ωB97M-V/def2-TZVPD).

Geometry as XYZ:
```
60
Properties=species:S:1:pos:R:3:forces:R:3:lowdin_charge:R:1
Al 5.414 -1.045 16.243 -0.625 -0.897 0.177 0.35
C 2.847 -3.180 12.996 0.136 -0.640 1.861 -0.04
C 2.338 -4.349 13.763 0.366 3.124 -1.180 -0.02
C 2.316 -4.251 15.105 0.887 1.090 0.585 0.00
C 2.914 -3.122 15.820 1.569 -0.142 -2.235 -0.27
N 3.616 -2.113 15.122 0.122 -1.629 -0.801 0.04
C 3.559 -2.208 13.703 -0.671 0.034 0.011 -0.18
N 2.842 -3.173 17.148 -0.547 1.582 1.383 0.17
C 3.309 -2.254 17.966 -0.911 -0.933 -1.428 -0.23
N 4.429 -1.485 17.807 0.587 1.080 0.098 0.09
C 4.595 -0.770 19.043 1.998 -0.001 -0.674 -0.23
N 5.636 -0.093 19.385 0.491 -0.766 0.430 0.19
C 6.860 -0.004 18.733 -0.676 0.978 -0.096 -0.23
C 7.933 0.579 19.488 -0.053 0.335 -0.993 0.04
C 9.005 1.180 18.868 -0.812 -0.694 -1.917 0.00
C 9.046 1.008 17.457 1.381 -0.276 -1.897 -0.03
C 8.034 0.363 16.763 0.489 0.200 0.399 -0.18
N 6.943 -0.164 17.377 -0.547 0.166 0.064 0.03
C 3.515 -1.078 19.944 -1.255 0.189 1.035 -0.09
C 3.305 -0.766 21.314 1.447 0.702 -1.604 0.03
C 2.199 -1.350 21.898 0.200 -0.766 0.071 -0.05
C 1.493 -2.382 21.274 0.415 0.521 -1.726 0.00
C 1.699 -2.684 19.880 -0.640 0.382 2.705 0.04
C 2.665 -1.952 19.247 1.309 -0.606 0.462 -0.11
H 2.629 -3.027 11.937 0.467 -0.384 0.281 0.11
H 1.852 -5.181 13.310 -0.106 -0.404 -0.603 0.11
H 1.854 -5.048 15.649 -0.040 -0.084 0.677 0.12
H 4.103 -1.441 13.050 -0.884 -0.738 1.428 0.11
H 7.895 0.732 20.534 -0.814 -0.230 0.853 0.12
H 9.680 1.856 19.375 0.253 -0.409 0.150 0.13
H 9.923 1.240 16.751 -1.283 0.338 1.663 0.15
H 8.039 0.411 15.652 0.151 -0.668 0.982 0.09
H 4.057 -0.133 21.865 -1.178 -0.617 -0.655 0.15
H 1.974 -1.106 22.913 -0.121 -0.012 0.519 0.11
H 0.819 -2.947 21.886 -0.464 -0.176 -0.109 0.11
H 1.140 -3.483 19.442 -0.078 -0.255 -0.448 0.12
C 6.260 2.234 15.205 -0.577 -1.072 0.762 -0.21
P 5.451 0.689 14.557 0.656 1.092 -0.214 0.88
C 3.882 1.362 13.890 0.126 -0.055 -1.009 -0.22
C 6.500 0.159 13.080 1.132 -0.728 1.445 -0.31
C 7.025 -1.342 13.083 -0.140 1.055 -0.397 -0.37
P 6.890 -2.348 14.625 0.047 -2.013 -1.458 0.88
C 6.245 -4.053 13.873 0.565 1.638 1.801 -0.15
C 8.667 -2.790 14.725 0.638 -0.763 1.390 -0.27
H 5.996 2.412 16.266 -0.038 -0.079 -0.600 0.08
H 5.818 2.970 14.583 -0.028 1.115 -0.404 0.04
H 7.332 2.219 15.134 0.277 0.117 -0.248 0.04
H 3.878 1.322 12.783 0.002 -0.553 0.477 0.07
H 3.772 2.441 14.024 0.040 -0.202 0.737 0.06
H 3.053 0.791 14.293 -0.262 0.163 -0.070 0.04
H 7.441 0.758 13.039 -1.240 0.208 -0.226 0.10
H 5.834 0.248 12.237 0.244 0.549 -0.441 0.07
H 8.129 -1.388 12.834 -1.439 0.259 -0.061 0.10
H 6.428 -1.751 12.261 0.509 -0.743 0.277 0.08
H 7.116 -4.547 13.454 -0.025 0.137 -0.271 0.05
H 5.497 -3.743 13.155 -0.147 -0.528 -0.029 0.01
H 5.882 -4.669 14.711 -0.234 0.242 -0.510 0.06
H 8.973 -3.136 13.689 -0.335 -0.027 1.491 0.08
H 8.795 -3.564 15.590 0.026 1.117 -1.878 0.10
H 9.305 -1.923 14.977 -0.361 -0.320 -0.032 0.04
```
Positions in Å, forces in eV/Å.

Values from the calculation:
highest occupied orbital energy (spin up / spin down): -13.638 / -13.638 eV
net charge: +2
gap between HOMO and LUMO (spin up / spin down): 6.9 / 6.9 eV